[1]
23
Properties=species:S:1:pos:R:3 method="wB97M-V/def2-TZVPD" gap_ev="7.698 / 7.697" charge=+1 e_lumo_ev="-4.8 / -4.8" total_energy_ev=-93910.6930 e_above_lowest_kcal_mol=36.04
C 2.1338 2.4817 -1.7819
C 2.0547 1.1494 -2.1930
C 1.0938 3.1043 -1.0754
C -0.8365 -2.4463 2.6973
C 0.1044 -1.5177 2.2638
C 0.9245 0.4243 -2.0160
C -0.0281 2.3680 -0.8073
C -2.0266 -2.7779 1.9212
C 0.0119 -0.8200 1.0772
C -0.1054 1.0683 -1.3480
C -2.3782 -2.0711 0.7902
N -1.0797 -0.8509 0.3091
S -1.5404 0.0813 -0.9783
Br -3.8692 -1.9503 -0.2312
H 3.0211 3.0999 -2.0753
H 2.7975 0.5528 -2.6269
H 1.0570 4.0447 -0.6572
H -0.6917 -3.0588 3.5239
H 1.0430 -1.5146 2.8244
H 0.9437 -0.5395 -2.4851
H -0.7969 2.8689 -0.2739
H -2.6358 -3.4460 2.3525
H 0.8031 -0.2503 0.7897



[2]
46
Properties=species:S:1:pos:R:3 method="wB97M-V/def2-TZVPD" gap_ev="4.217 / 4.927" charge=+2 e_lumo_ev="-9.8 / -9.1" total_energy_ev=-101424.9731
Pb -1.1923 -0.1592 -1.6650
F -0.8912 2.0857 2.4975
Te 0.4183 1.0302 1.6741
F 1.7706 1.2210 2.8931
F -0.4283 -0.1415 2.9829
F 1.1026 -0.7714 1.3706
F 0.8803 2.7288 1.0535
O -0.7164 0.6615 0.2773
I -6.6716 1.7465 -3.6434
C -5.3717 1.6773 -2.0371
C -5.6898 2.2495 -0.8077
C -4.7725 2.1761 0.2279
C -3.5642 1.5380 0.0212
N -3.2557 0.9836 -1.1596
C -4.1410 1.0520 -2.1638
H -6.6393 2.7476 -0.6661
H -4.9846 2.6177 1.1909
H -2.8115 1.4861 0.7941
H -3.8541 0.5963 -3.1057
F 4.6603 -1.5496 -0.8355
C 3.5831 -1.3404 -0.0991
F 2.8226 -2.4240 -0.1415
F 3.9227 -1.0558 1.1339
S 2.6013 0.1120 -0.8580
O 2.2246 1.0516 0.1897
O 1.5197 -0.4591 -1.6170
N 3.5764 0.8276 -1.8911
S 4.9133 1.4823 -1.4317
O 5.3004 1.3501 -0.0712
O 5.8107 1.6803 -2.5096
C 4.1890 3.6281 -1.3689
F 3.6857 3.8202 -2.5370
F 5.2757 4.2741 -1.1377
F 3.3331 3.6514 -0.4082
N -0.1997 -2.9898 3.1831
C -0.4785 -3.2834 1.9322
C -1.0675 -2.2870 1.0864
N -1.1483 -2.4796 -0.2207
C -0.7713 -3.6727 -0.6710
C -0.3355 -4.7111 0.2062
N -0.1713 -4.5298 1.4817
H -0.3071 -2.0290 3.5131
H 0.2195 -3.6988 3.7761
H -1.4338 -1.3603 1.5015
H -0.8012 -3.8433 -1.7384
H -0.1114 -5.6898 -0.2017



[3]
23
Properties=species:S:1:pos:R:3 method="wB97M-V/def2-TZVPD" gap_ev=9.055 charge=0 e_lumo_ev=0.4 total_energy_ev=-18475.1636
C -2.6548 1.6418 0.2186
C -1.6806 1.6181 -0.7716
C -2.9622 0.5578 1.0215
C -0.8797 0.4547 -0.8869
C -2.2110 -0.5880 0.8052
C -1.1079 -0.5603 -0.0921
C 2.4562 0.0787 -0.8970
C 1.7014 -0.9473 -1.3988
C 2.6652 0.5313 0.5261
C 2.7213 -0.3409 1.5684
C -0.1605 -1.7771 -0.2854
N 0.9251 -1.8728 -0.7712
F 3.0801 1.8454 0.6430
F -0.6545 -2.8514 0.4124
H -3.4212 2.3977 0.1584
H -1.7165 2.4456 -1.5297
H -3.8520 0.4753 1.7055
H -0.1464 0.3057 -1.6929
H -2.4559 -1.5413 1.4234
H 3.0890 0.4912 -1.7389
H 1.7873 -1.1432 -2.4388
H 2.7828 0.1115 2.5284
H 2.6950 -1.3325 1.4925